Entry 1:
{"formula": "C6H9N4", "method": "ωB97M-V with the def2-TZVPD basis set", "orbital_gap_ev": [8.765, 5.816], "relative_energy_kj_mol": 246.35, "charge": -1, "elements": ["H", "H", "H", "C", "C", "H", "N", "N", "C", "N", "H", "H", "H", "H", "N", "C", "H", "C", "C"], "coordinates": [[-0.7221, -0.5810, -1.4024], [0.0461, -2.7694, 0.4440], [0.9649, 2.6201, -0.6854], [0.0828, -1.6703, 0.5273], [2.3799, 0.2084, -0.1254], [-0.3077, 1.9197, -1.5864], [3.3812, 1.1508, 0.0353], [4.4672, 0.4395, 0.1896], [1.0421, 0.3542, -0.6139], [4.1628, -0.8697, 0.3105], [0.9805, -1.3224, 1.0935], [0.7471, -1.4259, -1.5043], [-1.4536, 1.1994, 0.8551], [-0.7483, -1.4527, 1.2087], [2.9206, -1.0602, 0.0879], [-0.6450, 1.9627, 0.5920], [0.0362, 1.9103, 1.4695], [0.2232, -0.8860, -0.8148], [0.2090, 1.7065, -0.6444]], "atomic_forces_ev_per_a": [[0.93, -0.56, 1.34], [0.44, 0.36, -0.27], [-1.04, -1.91, 0.31], [0.37, 0.19, 0.58], [0.33, -0.17, 0.06], [-0.30, -0.87, 0.01], [-1.11, -1.10, -1.17], [0.24, 0.03, 1.31], [-1.49, 2.13, 0.81], [1.55, 0.46, -0.54], [-0.74, -1.07, -0.30], [1.52, -2.07, -1.65], [0.48, 1.17, -0.82], [-0.34, 0.57, -0.63], [-1.59, 1.10, -0.42], [0.82, -3.10, 0.97], [-0.43, 0.73, -0.25], [-2.35, 1.80, 1.14], [2.69, 2.32, -0.48]]}


Entry 2:
{"formula": "C6H9N4", "method": "ωB97M-V with the def2-TZVPD basis set", "orbital_gap_ev": [6.614, 6.974], "relative_energy_kj_mol": 745.60, "charge": 1, "elements": ["C", "H", "N", "H", "H", "N", "C", "H", "H", "H", "H", "C", "N", "H", "C", "C", "H", "C", "N"], "coordinates": [[-0.7660, -1.1985, 0.6808], [-0.0477, 1.2473, -2.7556], [0.9717, -2.1999, -0.6289], [0.4616, -3.0937, -0.5729], [-1.4129, 2.3249, -1.5841], [0.2358, -1.0829, -0.5622], [0.4022, -0.0804, -1.2786], [1.5224, -2.1587, -1.4448], [-0.9489, -2.2610, 0.8850], [-1.5368, -0.4532, 0.6530], [1.0133, 0.9021, 2.8860], [0.0824, -0.7999, 1.7330], [-0.6039, 1.9670, 0.3286], [-0.0209, 3.2352, -1.0611], [0.3809, 0.5108, 2.0970], [-0.5275, 2.2561, -1.0321], [0.6725, -1.6547, 2.2243], [0.0248, 1.4421, 1.2056], [0.0967, 1.0975, -1.7730]], "atomic_forces_ev_per_a": [[0.90, -0.10, 1.28], [0.60, -0.51, -0.45], [1.39, -3.00, 0.92], [-0.19, 0.87, -0.17], [-2.02, 0.54, 0.14], [-2.42, 2.52, -0.02], [-0.09, 0.04, -2.28], [0.83, -0.09, -0.99], [-0.85, 0.46, -0.87], [-0.94, -0.35, -1.15], [0.21, -0.85, 0.16], [2.55, -1.15, 2.71], [0.12, -0.35, 1.71], [0.31, -0.52, -0.64], [0.79, -0.13, 0.64], [1.52, 0.26, 0.36], [-0.91, 1.66, -0.40], [-2.42, 0.66, -2.93], [0.63, 0.04, 1.98]]}


Entry 3:
{"formula": "C6H9NO", "method": "ωB97M-V with the def2-TZVPD basis set", "orbital_gap_ev": 8.553, "relative_energy_kj_mol": 514.71, "smiles": "C[C@@H]1C[C@H]1[C@]1(O)C=N1", "elements": ["C", "O", "C", "H", "H", "H", "C", "N", "H", "H", "C", "H", "H", "C", "H", "C", "H"], "coordinates": [[0.7124, -1.4797, 0.7356], [2.8571, -0.5279, -0.0784], [-1.0478, -0.0073, 0.0459], [-2.7588, 0.5137, -1.1615], [-0.8520, 2.1965, 0.2638], [-1.2208, 0.6111, -2.0225], [-1.7726, 0.0459, -1.2672], [1.2279, -0.9368, 1.7784], [-1.9309, -0.9615, -1.6653], [3.4902, -0.4619, 0.6498], [-0.4810, 1.2519, 0.6560], [1.0086, 1.1419, -0.9985], [0.4661, -2.3480, 0.1405], [0.6982, 0.6886, -0.0587], [-1.5518, -0.6302, 0.7761], [1.5776, -0.3521, 0.4654], [-0.4225, 1.2559, 1.7402]], "atomic_forces_ev_per_a": [[3.08, -0.24, -0.27], [-0.22, 0.28, 0.42], [0.99, 2.14, -0.75], [-0.02, -0.04, -0.01], [0.05, 0.01, 0.06], [-0.09, -0.04, 0.07], [-0.11, 0.14, -0.24], [-0.75, -0.24, -0.01], [0.03, 0.12, -0.01], [-0.08, 0.05, -0.17], [0.14, 0.32, 0.01], [-0.42, -0.28, -0.08], [-0.72, 0.04, 0.62], [-2.21, -0.33, 0.06], [0.80, -0.47, 0.08], [-0.46, -1.44, 0.27], [-0.05, -0.02, -0.06]]}


Entry 4:
{"formula": "C6H9NO", "method": "ωB97M-V with the def2-TZVPD basis set", "orbital_gap_ev": 8.302, "relative_energy_kj_mol": 310.13, "smiles": "C=C(N)C(=C)C(=C)O", "elements": ["N", "H", "C", "H", "C", "H", "C", "C", "H", "H", "H", "H", "C", "O", "H", "C", "H"], "coordinates": [[1.1311, -0.6688, -1.4764], [-2.6995, 0.6911, -0.6246], [-0.3510, 1.9552, -0.3610], [1.8479, 0.4081, 1.6436], [0.9024, -0.2138, -0.1696], [1.8212, -1.4121, -1.5106], [1.9755, -0.0159, 0.6540], [-1.3928, -0.1475, 0.4980], [-1.2579, 2.5446, -0.2755], [0.5656, 2.4610, -0.6467], [-0.2169, -1.4473, 1.7918], [-1.6210, -2.2019, 0.9951], [-0.3204, 0.6538, -0.0163], [-2.6861, 0.0242, 0.0805], [0.2677, -0.9330, -1.9418], [-0.9351, -1.3552, 0.9859], [2.9690, -0.3427, 0.3736]], "atomic_forces_ev_per_a": [[-0.72, -0.58, 0.02], [0.03, -0.18, 0.19], [0.23, -0.83, 0.39], [-0.02, 0.13, -0.21], [3.04, 3.13, 0.08], [-0.24, 0.11, -0.10], [-1.22, -0.46, -0.28], [0.08, -2.78, -0.59], [0.04, -0.03, 0.07], [-0.21, -0.11, -0.29], [0.74, 0.26, -0.91], [-0.35, 0.25, 0.14], [0.73, 1.29, 0.22], [0.50, 0.14, 0.09], [0.30, -0.12, -0.03], [-2.86, 0.09, 1.13], [-0.07, -0.30, 0.07]]}


Entry 5:
{"formula": "C6H9NO", "method": "ωB97M-V with the def2-TZVPD basis set", "orbital_gap_ev": 9.643, "relative_energy_kj_mol": 268.36, "smiles": "C=N/C=C/CCC=O", "elements": ["C", "C", "H", "H", "H", "C", "H", "C", "O", "H", "H", "N", "C", "H", "C", "H", "H"], "coordinates": [[-1.4749, -1.9109, 3.0859], [-0.9202, -0.8796, 1.0024], [1.7785, 2.1134, -0.9185], [-0.9520, 0.9881, -0.9174], [-0.1489, 0.3011, -2.5747], [-0.1148, 1.1709, -0.2360], [2.0241, 0.4033, -0.7317], [0.8089, 0.8073, -2.4266], [1.5838, 1.0581, -3.3188], [0.5197, 0.5588, 1.7322], [-0.2089, 2.1502, 0.1866], [-0.8941, -1.8908, 1.9620], [-0.1744, 0.2186, 0.9731], [-1.5451, -1.2436, 0.2197], [1.2572, 1.1633, -1.0171], [-2.1292, -1.2305, 3.6567], [-1.2243, -2.8821, 3.5642]], "atomic_forces_ev_per_a": [[1.02, -1.96, 0.17], [0.27, 0.02, 0.96], [-0.18, 0.10, -0.57], [0.14, 0.08, 0.18], [-0.23, -0.13, -0.13], [0.97, -0.97, 1.45], [-0.92, 0.21, 0.13], [3.18, 1.08, -0.20], [-0.95, -0.38, -0.69], [-0.16, -0.62, 0.46], [-0.39, 0.76, 0.04], [-0.19, 0.62, 0.63], [0.00, 0.85, -1.51], [-0.32, 0.43, -1.04], [-1.90, -1.11, 0.49], [0.30, 0.32, -0.81], [-0.65, 0.73, 0.45]]}


Entry 6:
{"formula": "C6H9NO", "method": "ωB97M-V with the def2-TZVPD basis set", "orbital_gap_ev": 9.380, "relative_energy_kj_mol": 100.32, "smiles": "[H]/N=C(\\C)C(=O)/C=C\\C", "elements": ["H", "C", "H", "H", "O", "H", "C", "H", "C", "C", "H", "H", "H", "H", "N", "C", "C"], "coordinates": [[2.4410, 1.4471, -0.9965], [1.6438, -0.2302, 0.0272], [-3.8915, 0.2886, -0.0413], [-2.4989, 1.0667, -0.8281], [-0.1492, 1.3195, 0.0850], [2.3590, 1.6354, 0.7438], [-2.0824, -0.8503, -0.0167], [-2.6844, -1.7500, -0.0474], [2.5889, 0.9273, -0.0505], [-2.8166, 0.4397, 0.0046], [2.9411, -1.6568, 0.0778], [-2.5654, 0.9965, 0.9073], [-0.2806, -1.9503, -0.0184], [3.6248, 0.6029, 0.0287], [1.9424, -1.4540, 0.0842], [0.1771, 0.1470, 0.0410], [-0.7492, -0.9791, -0.0008]], "atomic_forces_ev_per_a": [[0.02, 0.10, 0.00], [0.56, 0.42, 0.00], [-0.06, 0.00, 0.00], [-0.05, 0.08, 0.00], [0.19, -0.06, -0.02], [0.03, 0.08, -0.02], [0.37, 0.02, 0.00], [0.06, -0.13, -0.01], [0.06, -0.02, 0.03], [-0.13, 0.17, 0.00], [0.03, 0.35, -0.01], [-0.06, 0.09, 0.01], [-0.12, -0.08, 0.00], [-0.01, -0.04, -0.01], [-0.13, -0.60, 0.02], [-0.24, -0.03, 0.01], [-0.52, -0.34, 0.00]]}